{
  "formula": "C15H28F5N4O3TeV",
  "method": "the ωB97M-V functional and the def2-TZVPD basis",
  "homo_ev": [-15.831, -15.834],
  "total_charge": 2,
  "multiplicity": 3,
  "homo_lumo_gap_ev": [8.84, 9.16],
  "elements": ["V", "C", "C", "N", "C", "C", "C", "C", "C", "C", "C", "N", "C", "C", "N", "N", "H", "H", "H", "H", "H", "H", "H", "H", "H", "H", "H", "H", "H", "H", "H", "H", "H", "H", "C", "O", "C", "C", "O", "C", "H", "H", "H", "H", "H", "H", "H", "H", "H", "H", "F", "Te", "F", "F", "F", "F", "O"],
  "xyz": [[0.24, 1.00, -0.05], [2.36, 0.69, -2.13], [3.06, 0.49, -0.81], [2.09, -0.07, 0.18], [1.93, -1.55, 0.14], [0.74, -1.91, -0.69], [0.58, -3.12, -1.34], [-0.58, -3.33, -2.07], [-1.55, -2.33, -2.12], [-1.31, -1.15, -1.45], [-2.27, 0.01, -1.40], [-1.52, 1.28, -1.28], [-1.15, 1.92, -2.58], [0.19, 1.41, -3.04], [1.14, 1.51, -1.91], [-0.19, -0.95, -0.76], [3.03, 1.16, -2.86], [2.04, -0.27, -2.55], [3.93, -0.16, -0.91], [3.39, 1.45, -0.41], [2.43, 0.19, 1.10], [2.84, -2.03, -0.21], [1.74, -1.89, 1.16], [1.35, -3.87, -1.29], [-0.73, -4.26, -2.60], [-2.46, -2.47, -2.69], [-2.94, 0.02, -2.26], [-2.88, -0.11, -0.50], [-2.11, 1.95, -0.78], [-1.93, 1.74, -3.33], [-1.11, 3.00, -2.40], [0.12, 0.35, -3.32], [0.54, 1.96, -3.91], [1.42, 2.49, -1.80], [1.03, 0.26, 3.08], [-0.05, 0.50, 2.17], [-1.31, 0.03, 2.72], [-1.46, -1.46, 2.83], [-1.39, -2.06, 1.55], [-1.74, -3.44, 1.61], [0.71, 0.48, 4.10], [1.83, 0.95, 2.84], [1.38, -0.78, 3.05], [-2.09, 0.46, 2.09], [-1.41, 0.46, 3.72], [-2.43, -1.65, 3.29], [-0.70, -1.90, 3.49], [-2.75, -3.57, 2.01], [-1.04, -3.99, 2.24], [-1.70, -3.83, 0.60], [-1.22, 2.47, 1.13], [0.18, 3.80, 1.39], [0.25, 3.38, 3.18], [1.47, 5.09, 1.50], [-1.13, 5.01, 1.75], [-0.13, 4.22, -0.41], [1.27, 2.43, 0.87]],
  "lowdin_spin": [1.947, 0.002, 0.003, -0.014, 0.001, 0.007, -0.002, 0.011, -0.002, 0.008, 0.004, -0.008, 0.003, 0.002, -0.003, -0.006, -0.001, 0.000, 0.000, 0.000, 0.000, 0.000, 0.000, 0.000, 0.001, 0.000, 0.000, 0.000, 0.000, 0.000, 0.000, 0.000, 0.000, 0.004, 0.000, 0.008, 0.003, 0.000, 0.000, 0.000, 0.000, 0.000, 0.000, 0.001, 0.000, 0.000, 0.000, 0.000, 0.000, 0.000, 0.004, 0.004, 0.003, 0.000, 0.000, 0.003, 0.016]
}